Record 1
The following is a DFT calculation (ωB97M-V with the def2-TZVPD basis set) of C26H57BCl3FKLiN3O17P2S2 as an isolated structure.

Last column: Mulliken charge in e.
Geometry (Å):
H -10.57659 3.12067 0.58945  0.262
Cl -0.39479 -4.63584 7.88302  0.018
C -1.44839 -3.30321 8.41537  -0.996
C 1.47922 -3.40270 5.74360  -0.268
H -8.38349 5.56883 -2.34022  0.379
C 0.07054 2.46662 -1.33042  1.313
B -5.46637 0.45654 -1.06937  0.434
H 0.48540 1.53866 0.63041  0.365
C 2.78490 -3.95564 3.71437  -0.059
O -10.28000 6.13783 -0.56421  -0.716
H 3.08630 1.93131 -3.13508  0.618
C -7.88567 3.63231 -1.45301  0.127
H -9.30006 2.01197 -1.16898  0.249
Li 3.02802 4.71745 -1.77754  0.949
H -7.29302 3.06442 -2.16030  -0.171
C 0.08783 2.45638 0.20808  -1.892
H 1.47730 -2.92599 6.71727  0.439
O -13.20162 -0.44686 1.34702  -0.537
C -8.74657 2.72412 -0.55544  -0.512
H 6.75603 -2.98739 1.51392  -0.057
H 0.36481 0.80390 -3.67606  0.301
C -9.72041 3.64835 0.16633  -0.582
O -4.28740 2.74355 -1.73888  -0.240
H -3.91495 0.27644 0.30534  0.261
Cl 9.37333 -0.59271 2.37299  -0.746
K -1.19025 -3.73595 11.03958  -1.037
C 2.27462 0.31197 -1.99274  -1.258
H -0.35592 -2.63356 4.80116  0.362
H 9.58333 -2.52328 0.51463  0.290
C 5.79197 -3.47214 -1.17516  -1.025
H -0.50181 4.48962 -1.14195  0.314
H 1.04429 -1.52860 4.73226  0.354
H 3.75054 -3.20886 -1.74278  0.570
H -9.21544 4.23001 0.93821  0.384
C 8.67730 -3.12932 0.52873  -0.701
C 7.53784 -2.32349 1.11732  -0.161
N -4.37835 -0.28780 -0.39885  -0.681
S 1.23388 -3.25565 3.13272  1.156
O -2.22608 3.52341 -1.50924  -0.469
C 3.87863 -2.72412 0.32736  -1.336
C 4.46840 -2.71454 -1.08495  0.271
H 3.46922 -4.30706 5.74871  0.381
O -6.72723 0.04211 -0.88994  -0.453
H 2.23285 2.80831 -1.00679  0.675
C 2.09896 1.65513 -2.76249  0.912
H -3.35216 0.52251 -5.09171  0.316
N 9.04876 1.06618 -4.17340  0.957
H 2.90434 -2.24631 0.35092  0.506
C 7.14370 -1.94960 -2.53391  -1.106
Cl -0.81668 -1.72647 7.91915  -0.075
P -12.20669 0.48383 2.03583  0.734
H 1.49814 3.71324 -2.44138  -0.077
H -9.18761 4.18248 -3.11673  0.395
H 0.87436 2.34154 -4.40549  0.429
O -3.27798 0.66127 -4.14050  -0.342
H -3.86488 3.79624 -4.17282  0.352
H 5.83568 -4.05016 -2.09865  0.368
H 1.74194 0.80840 -4.73725  0.467
C 7.03616 -1.56281 -0.07412  -0.487
H 2.72890 -5.03532 3.58694  0.404
O -3.17731 3.33227 -4.68376  -0.489
H 4.56079 -1.69313 -1.45170  -0.582
O -5.80725 1.80677 -3.06252  -0.517
O -12.99911 1.58387 2.74041  -0.531
C 8.23882 -3.45922 -0.90725  -0.478
O -11.23793 1.13569 1.05156  -0.304
H 3.43694 -2.61392 5.27565  0.334
P -2.53370 2.10229 -3.82332  0.281
C 1.52259 2.73775 -1.85860  -1.378
S -10.26499 4.79031 -1.09448  1.177
C 2.90310 -3.56273 5.19040  -1.088
H 3.33671 0.09551 -1.91635  0.197
O 9.98934 1.87284 -4.10560  -0.655
H 6.05545 -1.11109 0.04184  0.222
H -0.57773 3.94868 -2.77856  0.635
H 3.75287 -3.75032 0.67990  0.419
N 7.01282 -2.59693 -1.19371  0.398
H 9.00625 -3.20420 -1.63382  0.356
C -5.18463 1.72730 -2.02073  0.387
C -2.89606 2.43933 -2.01899  0.321
O -11.41687 4.24694 -1.77012  -0.657
H -6.71169 -0.92264 -0.79743  0.289
H -1.51350 -3.32317 9.49324  0.974
H -2.64650 1.52166 -1.46739  0.030
H 1.85858 0.38430 -0.99150  0.181
C 1.21783 1.39947 -3.98751  -1.863
H 3.59965 -3.55412 3.11656  -0.137
H 6.28394 -1.30815 -2.70238  0.260
H -3.67925 -0.62450 -1.05332  0.282
O 0.34284 -4.33272 2.78323  -0.697
H 7.96137 -4.50355 -1.03574  0.282
O -11.39794 -0.34929 3.02902  -0.531
H 0.63115 3.34206 0.53308  0.399
H 5.90092 -4.16752 -0.34486  0.601
C -8.83665 4.59441 -2.17206  -0.842
H -0.93773 2.60212 0.54884  0.417
H 7.74978 -0.78987 -0.36523  0.514
H -7.18873 4.20597 -0.83433  0.265
H 1.01697 -4.37747 5.84160  0.049
H -2.43343 -3.44106 7.98314  0.305
C 0.72593 -2.57064 4.70797  -0.707
O 9.18203 -0.00512 -4.80995  -0.655
H 7.90001 -1.61841 1.96710  0.123
H 4.52157 -2.19949 1.03583  0.271
C -0.80728 3.64679 -1.76079  -1.445
O 7.96013 1.31757 -3.60681  -0.626
F 1.07554 4.78360 -3.80510  -0.839
H 8.05219 -1.35363 -2.55445  0.503
H -0.23433 1.50916 -1.74086  0.280
O 1.51801 -2.18695 2.20406  -0.595
H -8.14248 2.15800 0.14922  0.334
H 7.19692 -2.72966 -3.29017  0.406
H 1.80097 -0.48537 -2.55526  0.410
H 8.89417 -4.02607 1.10867  0.384

Cartesian forces, eV/Å:
H -0.0146 0.0050 -0.0698
Cl -0.4348 -0.1129 0.4533
C -0.2406 0.1037 -0.7349
C 0.4814 0.1038 -0.5416
H -0.1501 0.0693 -0.0179
C 1.0959 0.7373 0.6435
B 0.9227 -0.0044 0.9019
H 0.2085 0.0284 0.1507
C 0.3075 -0.0804 0.2047
O -0.2132 0.0502 -0.1708
H 0.0732 0.3906 0.0973
C -0.1174 0.0275 0.2473
H -0.0262 -0.0606 0.0881
Li -0.9129 -0.3098 -0.9262
H -0.1818 0.0866 -0.0550
C -0.7906 -0.0804 -0.6015
H -0.0295 0.0087 0.0392
O -0.1216 -0.1017 0.2627
C -0.0025 0.2175 -0.2181
H -0.0486 -0.0153 -0.1485
H -0.3180 0.0594 -0.1036
C 0.0098 -0.1631 0.0856
O 0.3684 -0.3650 0.1598
H 0.1028 -0.0930 0.0059
Cl 1.2009 1.1034 0.6935
K 0.9250 -1.2051 4.8376
C 0.3185 0.7718 -0.3250
H -0.0127 -0.0111 -0.1300
H -0.0847 0.1029 0.0967
C -0.1320 0.2282 -0.1230
H -0.1605 0.1623 0.0791
H -0.0110 0.0074 -0.0713
H 0.0612 0.0442 -0.0973
H -0.0289 0.0926 -0.0467
C 0.1736 -0.1720 -0.0454
C -0.7639 -0.0023 0.9817
N -0.1833 -0.0558 -0.6109
S 0.1596 0.1935 0.4115
O 0.4834 0.2729 -0.0473
C 0.1235 0.1819 -0.2153
C -0.2261 -0.3468 0.3586
H 0.0110 0.0050 -0.0042
O -0.1918 -0.1337 -1.0705
H -0.2399 -0.0405 0.2606
C -0.2357 -1.0103 -0.3004
H 0.0988 -0.0050 0.0685
N 0.0728 0.0516 -0.0387
H -0.0218 -0.0043 0.0004
C 0.0199 0.0427 0.1268
Cl -0.0356 0.1010 0.0119
P 0.1706 0.2299 -0.0143
H -0.2666 -0.6877 -0.0288
H -0.1148 -0.0007 0.0447
H -0.0568 0.0597 -0.2138
O -1.0809 0.4100 0.6364
H -0.1904 -0.0769 -0.3274
H 0.1305 -0.0220 0.0223
H 0.1651 0.0629 -0.0600
C -0.0436 -0.0191 0.2062
H -0.1141 0.0096 -0.0613
O -0.9583 -0.1993 1.0896
H 0.0737 -0.0285 -0.0519
O 0.6487 -0.1249 0.8301
O -0.1716 0.0396 -0.2297
C 0.1767 0.0195 0.1812
O 0.0759 0.0393 0.1898
H 0.0033 -0.0036 -0.0129
P 3.1773 0.1095 -1.1829
C 0.2333 0.7382 -0.1478
S 0.3409 -0.2412 0.3738
C -0.0598 0.1286 0.0474
H 0.0899 -0.1947 0.1949
O -0.0274 0.0166 -0.0374
H -0.0124 -0.0141 -0.1530
H -0.2330 -0.0839 -0.3405
H -0.0101 -0.0038 -0.0168
N 0.4007 0.0102 -0.2533
H -0.0761 0.0099 -0.0781
C -1.0489 0.4148 -1.4161
C -1.5400 -0.4925 0.1460
O -0.1204 0.2706 -0.0958
H -0.2383 0.2211 0.7451
H -0.6533 0.9840 -4.0255
H 0.1475 -0.1641 -0.1169
H -0.0816 -0.2501 0.1079
C 0.0317 0.2137 0.2627
H -0.0859 -0.0108 -0.1146
H 0.0689 0.0663 -0.0916
H 0.1798 0.0774 0.1705
O -0.0277 0.0203 -0.2271
H -0.0776 0.0303 -0.1289
O 0.0493 -0.2483 -0.1977
H 0.2451 -0.0989 0.2580
H -0.0327 0.0813 0.0834
C 0.3735 -0.0530 -0.1461
H -0.0655 -0.2013 0.2597
H 0.0376 -0.0531 -0.0276
H -0.0371 0.0093 0.0292
H -0.0461 -0.0749 -0.0715
H 0.0368 -0.0187 -0.0757
C 0.0209 -0.0444 0.3062
O -0.0589 -0.1755 0.0901
H -0.5632 -1.1073 -1.4191
H -0.0227 -0.0390 0.0427
C 0.0900 -0.2144 -0.2770
O -0.1426 -0.1037 0.1172
F 0.8784 0.2351 0.7597
H -0.0698 0.1220 -0.0917
H -0.3403 -0.0619 -0.0201
O -0.2907 -0.0781 -0.0748
H -0.0708 -0.0474 0.0300
H -0.0160 0.0400 -0.0435
H -0.0706 -0.2687 0.1621
H -0.0179 -0.0393 -0.0691

Properties
* E_tot: -6059.82666 Ha
* LUMO level: 1.96 eV
* total charge: -3
* HOMO level: 1.00 eV
* energy above the lowest of the compared OMol25 structures with the same formula, charge and spin: 0.0 kJ/mol

---

Record 2
The following is a DFT calculation (ωB97M-V with the def2-TZVPD basis set) of C26H57N5O8Si2 as an isolated structure.

Last column: Mulliken charge in e.
Geometry (Å):
C -1.94604 0.17398 1.60990  -0.416
H -4.37580 -0.14627 2.53394  0.335
C 2.75562 1.23197 -1.51603  1.023
C 2.06165 -1.93980 4.52399  -1.017
H 4.08103 -8.30915 -4.14980  0.342
H 2.67207 -3.97204 2.96919  0.184
H 0.21966 -0.16642 0.98325  -0.029
H -3.06076 4.92191 0.06276  -0.166
O -4.83591 4.06718 7.32147  -0.634
C -9.11986 3.24299 6.80354  0.486
C -0.80049 2.04378 -1.29550  -0.258
H 1.89346 3.75124 1.07096  0.381
H 1.65241 3.33369 -1.76013  0.224
H 2.13623 0.49625 -0.83317  -0.345
H 2.26270 -4.59206 -1.05997  0.163
C 1.35918 -4.09783 -1.66278  -0.811
N 0.35715 0.06241 -5.70537  -0.063
H 4.52175 -7.63171 -2.56777  0.252
O 0.18136 2.43332 -4.19635  -0.564
N -4.06673 6.07275 6.64551  -0.395
H 1.30992 -2.98766 -3.75921  0.290
O 2.63013 -0.83505 2.46915  -0.555
H 0.71368 0.46490 -4.84827  0.078
C 1.94233 -2.98435 -2.76642  0.728
H -2.55297 4.06967 -4.87318  0.291
N 1.91905 -7.03241 -4.21891  -0.363
C -4.12622 4.71538 6.56102  0.650
C 4.19793 -1.79133 -0.76511  0.035
Si -0.20364 2.37119 0.50589  0.321
H 4.73959 -1.40780 -3.05749  0.163
C 3.75128 -8.18169 -3.11504  -1.018
C -0.37549 0.71141 1.53111  0.282
H -0.03730 1.29882 -1.83090  0.129
H 3.06130 -3.07096 1.53285  0.135
H 0.66767 -3.60723 -0.85059  0.235
C 0.33295 -1.69352 -7.38245  -0.981
H 2.33984 -7.22233 -5.11692  0.176
H 4.70311 -2.53792 0.01757  0.462
H 4.26871 0.00573 0.66789  0.113
H 0.12150 0.84047 2.59830  0.313
H 2.28616 1.90503 1.10824  0.216
H 2.29413 1.11351 -2.61046  -0.412
H -2.14857 2.31610 -5.49668  0.209
H 3.74780 -4.47307 -2.65239  0.077
C 1.72193 2.74089 0.48312  -0.552
H -10.50589 3.84167 8.16949  0.226
C 2.36181 2.75737 -1.02811  -0.652
H 3.05654 -1.78658 -0.50818  -0.262
N 2.76206 -3.08283 2.49931  -0.302
C 3.53040 -3.34060 -2.96003  -0.556
H -0.36295 0.55706 -6.21168  0.094
O 1.90041 -7.16595 -1.97110  -0.610
H 5.94444 -0.30103 -0.17008  0.381
H -7.52847 3.80521 5.51038  0.230
Si -2.68073 3.84729 0.97680  0.717
O -9.92271 2.63826 6.10223  -0.635
C 2.50323 -1.88405 3.09012  0.741
C -2.31872 2.96747 -4.51250  -0.854
H 1.04657 -6.52094 -4.18848  0.239
H -0.10763 -2.67270 -7.17595  0.249
H -0.43670 -1.04769 -7.81405  0.324
O 1.75914 -1.68126 -5.45065  -0.622
H -7.11077 3.91152 7.23385  0.234
H -1.84698 1.51326 -1.28538  0.506
C -0.95433 2.86636 -3.58740  0.591
H 1.74353 -1.92829 -2.24643  -0.566
C 4.35685 0.88784 -1.44125  -0.837
O -0.92827 3.24466 -2.13971  -0.324
H -3.92411 3.53186 4.80621  0.182
H -3.32072 4.14621 2.28354  -0.283
H -4.62931 6.52032 7.35749  0.231
N -9.52271 3.88477 7.93445  -0.376
H 2.01159 -2.96771 4.89359  0.348
H 4.90561 1.88272 -1.07523  0.438
H -2.56650 3.40052 5.96143  0.275
H 3.61656 -9.16981 -2.66668  0.290
H 3.73761 -3.30991 -4.13527  0.230
H 5.62174 -2.83832 -2.20496  0.263
C 4.57393 -2.27217 -2.28581  -0.491
H 3.35686 3.41218 -0.95579  0.402
C -7.65492 3.32808 6.48604  -0.637
H -3.24078 2.54751 0.56903  -0.156
C -3.28060 -0.00419 2.08419  -0.533
H -3.27309 2.53219 -3.97168  0.278
C 2.45699 -7.42539 -3.03177  0.736
H -3.49778 6.64900 6.04236  0.191
C 0.88552 -1.12615 -6.10696  0.684
H -2.72138 4.83407 4.92368  0.301
H -8.89953 4.39522 8.54327  0.201
C 4.76839 -0.28521 -0.37310  -0.704
H 0.81912 -4.99672 -2.22118  0.153
H 2.77329 -1.38158 5.13845  0.268
H -7.23661 2.31821 6.45829  0.266
H 4.74204 0.71038 -2.54195  0.276
H 1.14526 -1.80127 -8.10642  0.256
H 1.06929 -1.48871 4.60947  0.225
O -0.95126 3.75833 1.29175  -0.544
C -3.27881 4.08561 5.49359  -0.799

Cartesian forces, eV/Å:
C -8.5227 -0.3127 4.6508
H 3.1077 0.2235 -1.5784
C -1.1452 0.2173 -0.2597
C -0.0594 -0.1875 0.2718
H 0.0186 -0.0121 0.1432
H -0.0230 0.3487 -0.0825
H -1.1319 2.0150 1.1419
H 0.1981 0.1415 -0.3150
O 0.5207 0.3005 -0.4122
C -0.5933 -0.3699 -0.4252
C -0.6058 -1.9441 -1.2461
H -0.3076 -1.8932 -1.3214
H 1.3180 -1.3442 1.2556
H 1.3091 1.2453 -1.2572
H -1.9594 1.0958 -1.3671
C 0.3083 -0.2895 -0.0446
N 0.0829 -0.2873 0.0591
H -0.1357 -0.1516 0.0115
O -7.2868 2.8683 4.3384
N -0.0775 0.3078 0.0897
H 1.5978 -0.1700 2.1105
O -0.1807 -0.2674 0.3494
H -0.1417 0.0790 -0.2813
C -0.5414 -0.5125 1.7064
H 0.6812 -2.2243 1.0601
N -0.2002 0.0713 -0.2345
C -0.4060 -0.0918 0.5439
C 0.6543 0.4382 0.6920
Si 1.6123 1.0195 1.1174
H -0.5464 -1.4186 1.7598
C 0.2654 -0.1233 -0.2208
C -1.3138 -1.8831 -0.1303
H -1.4772 1.4755 1.3484
H -0.0701 -0.0308 0.1528
H 1.0505 -0.9700 -1.7356
C -0.2101 0.0031 -0.2858
H -0.0561 0.0517 0.3619
H -1.0669 1.4609 -1.7252
H 1.0468 -0.6503 -2.1864
H -1.3448 -0.3571 -2.1190
H -1.1446 1.6438 -1.2084
H 1.3060 0.0685 2.2433
H -0.0941 1.4830 2.3707
H -0.5379 2.5652 -0.3557
C 0.6816 -0.0561 0.4396
H 0.2808 0.0069 -0.0633
C 0.9333 0.6617 0.7014
H 2.0100 -0.0704 -0.8369
N 0.0474 -0.0344 -0.0772
C -0.0737 0.1961 -1.6803
H 0.3361 -0.1835 0.1472
O 0.4817 -0.4185 -0.6073
H -2.5272 0.0203 -0.7521
H -0.0149 -0.1759 0.0759
Si 1.4657 0.0632 1.4658
O 0.4427 0.3143 0.3492
C 0.2036 0.0370 -0.6435
C -0.0848 -0.2415 -0.1415
H 0.2548 -0.1097 -0.0306
H 0.1650 0.0868 -0.0782
H 0.0840 -0.1175 0.0043
O -0.3677 0.2167 -0.6497
H -0.0099 -0.1951 -0.2248
H 1.8609 0.7842 0.0153
C 5.0453 -1.7742 -2.3572
H 0.8130 -2.0823 -1.3886
C 0.3691 0.9453 0.0337
O -0.4191 -1.4123 -3.4810
H 0.1406 -0.0207 0.1542
H 0.1163 0.0581 -0.0998
H 0.1749 -0.1086 -0.1978
N -0.2388 0.1925 0.3351
H -0.0192 0.1551 0.0025
H -1.1484 -2.1218 -0.7776
H -0.1913 0.0050 -0.1011
H 0.0654 0.1994 0.0392
H -0.3194 -0.0293 2.4876
H -2.1470 1.3113 -0.2416
C 0.5582 -1.0725 0.1442
H -2.0694 -1.4573 -0.3125
C 0.1396 0.2180 0.2870
H 0.1998 0.0361 -0.2972
C 9.0457 1.4331 -2.7053
H 2.1156 1.0212 -0.8296
C -0.6320 0.3362 0.5199
H -0.1597 -0.2900 0.1496
C 0.2802 0.2941 0.6024
H -0.0486 -0.1578 0.0185
H -0.1065 -0.2280 -0.2849
C -0.4087 0.0171 0.4210
H 1.0515 2.0232 1.4514
H -0.1822 0.0176 -0.1001
H -0.0435 0.1897 -0.0892
H -0.6667 0.1039 2.3320
H -0.1173 -0.1067 0.1381
H 0.1876 0.0320 0.0239
O -1.6603 -2.2302 -2.0614
C 0.2080 0.0863 -0.2148

Properties
* E_tot: -2479.32482 Ha
* LUMO level: -0.01 eV
* HOMO level: -9.02 eV

---

For the records above, the corresponding maximum force values read 5.071; 9.714 eV Å⁻¹.